{"formula": "C56H140BF4N7O7", "method": "ωB97M-V with the def2-TZVPD basis set", "e_tot_ha": -3549.80396, "total_charge": 6, "relative_energy_ev": 0.000, "homo_lumo_gap_ha": 0.3510, "lumo_ev": -7.773, "symbols": ["N", "H", "H", "C", "C", "C", "H", "H", "C", "H", "H", "H", "C", "C", "H", "O", "H", "H", "H", "C", "B", "H", "H", "H", "H", "H", "C", "H", "H", "H", "H", "H", "F", "C", "H", "H", "C", "H", "N", "H", "F", "C", "H", "H", "H", "C", "H", "H", "H", "N", "C", "C", "H", "C", "H", "H", "C", "C", "H", "C", "H", "O", "H", "H", "H", "H", "N", "H", "H", "C", "H", "H", "H", "H", "H", "C", "H", "H", "H", "C", "C", "H", "H", "C", "H", "C", "H", "C", "H", "H", "H", "C", "C", "H", "H", "H", "F", "H", "H", "H", "H", "H", "H", "C", "H", "H", "H", "H", "C", "F", "C", "H", "H", "H", "H", "C", "H", "H", "C", "H", "H", "C", "C", "H", "H", "O", "H", "H", "H", "H", "H", "H", "C", "O", "H", "H", "H", "N", "H", "H", "H", "H", "C", "H", "H", "H", "H", "H", "H", "H", "C", "H", "H", "H", "H", "H", "H", "O", "H", "H", "H", "C", "H", "H", "H", "H", "H", "O", "O", "H", "H", "H", "H", "H", "C", "C", "H", "C", "H", "H", "H", "H", "H", "C", "H", "C", "H", "C", "H", "C", "C", "C", "H", "C", "H", "C", "C", "N", "H", "H", "H", "C", "C", "H", "N", "H", "C", "H", "C", "H", "H", "C", "H", "C", "H"], "positions_angstrom": [[2.586230, 9.405439, 4.551885], [4.085070, 2.331159, -11.094105], [-3.029520, -6.420451, 8.307295], [-6.119960, -3.971921, -4.278855], [-8.875810, 3.462789, 2.132585], [3.949150, 8.749099, 4.253315], [3.845520, 4.041179, -6.881845], [1.978270, 1.794779, -6.426725], [3.751450, 3.997859, -9.633305], [1.020210, -14.119211, -2.112815], [-6.648110, -4.902331, -4.487425], [1.414940, -14.394881, -5.361625], [2.053430, 6.083749, -7.627865], [-6.036570, 5.882649, -0.347145], [-11.568600, -3.295481, -0.967175], [-6.866460, 5.342849, 0.709325], [2.491290, 8.441909, 1.977775], [-5.863150, -2.475621, -0.864105], [-0.165600, -10.777251, -4.387535], [7.984850, -1.668471, 0.805795], [0.250650, 0.730499, 1.959125], [-8.918390, 4.817999, 5.362985], [1.261700, -9.626051, -1.177595], [-8.320750, -4.641771, -2.999255], [-7.276900, -1.058721, -2.723145], [-7.123850, -4.133941, -1.847655], [-6.271120, 3.838539, 5.238655], [1.235480, -7.849271, 5.392865], [0.936350, -1.913881, 7.456705], [1.448330, -7.266891, -1.955285], [4.682120, 13.593879, 6.088425], [9.626120, 1.946529, 1.605125], [-0.001650, 1.394139, 0.752545], [4.546490, 2.826269, -10.239675], [8.311020, 3.163059, -1.006295], [-0.925600, -3.077651, 6.369785], [4.539610, 12.542539, 6.338385], [-4.037000, -5.765311, 7.007885], [2.585910, 3.570879, -8.637385], [-5.943040, -3.039011, -6.228205], [-0.724480, 1.146759, 2.832955], [-7.566470, 5.573309, 3.016985], [3.062690, 9.838849, 6.545235], [-4.631790, -2.430411, -2.130915], [7.729680, 2.933509, 0.584895], [3.526930, 7.955079, -7.780935], [2.937100, 10.941629, 2.990325], [-5.502790, 4.543129, 4.920345], [0.638750, -5.260551, 8.781785], [-7.163510, -2.968061, -3.607585], [1.722190, 2.417109, -9.279245], [1.046640, -2.981411, 7.266155], [1.970840, 8.032039, 7.809705], [1.586840, 4.786069, -8.364355], [-4.702580, -2.661071, -5.078955], [3.924990, 2.318029, -7.436265], [2.176920, 7.960819, 6.741745], [2.433780, 10.828499, 3.950515], [3.091010, 7.383709, 6.602205], [10.346290, 1.157849, -0.684555], [-8.938040, -1.924401, -4.306165], [9.556750, 0.905199, -3.053875], [1.356120, 7.300939, 6.460785], [2.074350, 12.286269, 5.578195], [-0.061590, -11.935351, -2.006975], [3.410400, 4.682159, -10.410175], [-0.530460, -5.096281, 7.046025], [-4.346770, -5.026391, 9.907385], [1.552170, -3.306141, 8.175605], [7.827970, 1.069559, -0.578525], [-9.535390, 3.223939, 4.688725], [11.259350, -0.046181, -2.320025], [-8.005640, 3.419959, 1.477545], [-4.967610, 5.712209, -0.219185], [4.282700, 8.951269, 3.235495], [3.822730, -11.063671, -1.801665], [1.549240, -7.750491, -3.605105], [5.518190, 12.170489, 6.641805], [2.847630, -8.164861, -2.433705], [0.910880, -10.630561, -4.475735], [3.285860, 3.180879, -7.248945], [1.424060, -11.910461, -1.135725], [-0.325130, -7.933721, 6.137905], [1.490050, 8.395139, 2.406065], [7.753540, 0.838639, -1.641175], [-5.370580, -3.459711, -5.401525], [-6.887180, 4.420879, 5.923825], [-6.447520, -1.724701, -2.961295], [1.518930, -3.060371, 6.286975], [-8.464930, -2.338681, -1.018265], [2.972120, 12.871289, 4.210335], [7.587080, 2.580549, -0.436475], [1.772030, -8.089221, -2.593315], [-1.030720, -5.253771, 9.188005], [1.018930, 7.493939, 2.013655], [-12.177260, -2.894741, -2.479625], [1.427820, 1.121629, 2.472225], [6.567710, 2.909399, -0.638555], [-5.217700, -0.988261, -1.386885], [-0.269020, -6.742851, 8.348595], [1.032970, 2.021099, -8.533425], [2.744850, 8.680609, -8.004635], [6.966120, -1.543721, 0.438725], [-7.041890, 3.282469, 3.997185], [1.171300, -9.623891, -4.802685], [-5.627910, 4.872499, 2.217695], [0.708000, -15.506571, -4.184665], [4.428450, 8.368859, -8.232765], [-0.324280, -5.660421, 8.464345], [0.266040, -0.644131, 1.694075], [-0.383530, -3.515871, 7.207775], [-10.794920, 4.500699, 2.117535], [3.790360, -12.102401, -1.472895], [1.387530, -11.293401, -5.197925], [-7.294350, 5.975989, 3.992635], [2.813050, 11.990949, 4.833075], [-2.132860, -4.782871, 5.732375], [3.732520, 8.060239, -6.715675], [-3.120640, -5.614931, 7.578645], [8.150780, -1.465881, 1.863865], [-6.266390, 3.076859, 3.259335], [9.548110, -0.041591, -4.146975], [1.027680, -9.426841, -2.223365], [-5.899620, 6.619989, 2.008895], [1.309990, 9.928759, 6.102725], [-10.101640, -2.707671, -2.426875], [2.272380, -13.490621, -3.288545], [-8.710190, -3.467061, -5.060665], [5.550390, 3.139479, -10.526355], [11.199870, 0.765489, -0.131785], [-0.336320, -14.583461, -5.424895], [8.782040, -1.169211, -1.183215], [-5.543520, -1.956281, -1.767555], [4.088320, 11.743879, 5.325245], [9.983390, 0.433499, 2.177425], [-4.782710, -3.336601, 9.366635], [10.453940, 0.094339, -4.737825], [9.125470, 0.550609, 0.015035], [-6.131460, 6.933639, -0.620115], [3.844670, 12.367999, 7.159775], [6.983860, 0.610279, -0.064115], [-1.881070, -6.444571, 5.994275], [-7.921270, -3.763631, -2.491925], [4.846980, -10.713301, -1.929195], [-10.327270, 3.991199, 0.545875], [-8.470220, 6.112629, 2.733315], [1.420770, 10.994259, 3.583845], [2.378870, 5.827329, -6.619685], [1.101780, -7.845461, 7.050185], [-9.493840, -3.827061, -0.924015], [3.097410, -10.846391, -3.118865], [1.224390, 2.788649, -10.174925], [9.997750, -1.294471, 0.086195], [4.738890, 9.123759, 4.904505], [-0.045940, -9.442971, -2.410905], [-11.577110, -1.595671, -1.518455], [-0.993090, -3.357131, 8.097355], [0.299640, -13.443141, -3.943105], [2.433320, 1.657529, -9.603945], [8.297380, 0.676879, 2.079605], [9.352520, -1.069361, -3.841135], [10.616800, 0.825909, -2.198735], [8.126010, -2.747371, 0.741485], [-7.687320, -2.048351, -5.461265], [-5.885680, 2.947209, 5.733705], [0.442910, 8.914789, 4.221945], [3.872860, 7.663909, 4.321405], [3.218240, 6.643279, -8.261135], [-3.268670, -4.398001, 8.296005], [0.296020, -5.383641, 5.194605], [1.092500, 5.028569, -9.305065], [1.546240, 7.543879, 4.331305], [4.718550, 1.967859, -9.590325], [1.211750, 6.774529, -7.677915], [8.973740, -0.986971, -0.125805], [0.624960, -7.400871, 6.176635], [-4.696940, -4.216521, -5.803425], [-8.168390, -2.610071, -4.660535], [10.246040, 2.228459, -0.506045], [2.806040, 2.592609, -5.247505], [-9.521130, 5.343509, 1.085145], [-5.424450, -4.091791, -3.448185], [-9.155620, 2.459679, 2.454385], [2.321360, 2.804359, -6.200575], [1.422140, 3.404669, -6.062295], [-9.923650, 4.406269, 1.469405], [0.908120, 9.144289, 1.869175], [-6.371320, 5.637459, 1.993445], [3.425350, -9.903041, -3.555505], [0.558350, -5.829841, 6.153875], [-9.231950, 4.251109, 4.486395], [9.227190, 0.932699, 1.571575], [-5.783940, -1.276591, -3.700845], [-4.489550, -4.343601, 9.069815], [3.485120, -10.493411, -0.936265], [1.018700, -11.979611, -2.145185], [1.407360, 8.530689, 3.889685], [1.480000, -10.778761, -3.004635], [-6.274770, 5.402009, -1.296015], [-5.340350, -4.720181, 8.501985], [8.689750, 0.168899, -4.784945], [-8.998710, -3.107841, -1.576455], [0.528340, -14.599271, -4.761405], [3.390020, -11.562041, -3.887195], [-8.148300, 4.171429, 3.370695], [1.520680, -5.434671, 6.479225], [-1.919610, -5.495561, 6.529055], [11.366480, 1.488629, -2.631035], [1.268500, -13.383371, -2.877645], [-10.160490, 4.646029, 4.074145], [-7.496660, 2.319669, 4.230225], [2.224750, 9.337529, 6.060825], [0.782720, 4.330249, -7.786675], [-11.365670, -2.626331, -1.803335], [4.439530, 4.625549, -9.067045]], "forces_ev_per_angstrom": [[-1.458, -1.242, -1.021], [-0.154, 0.537, -0.270], [0.365, -0.398, -0.257], [-1.217, 0.120, 2.878], [1.927, 2.078, -0.261], [-0.388, 0.300, -0.205], [0.232, 0.106, -0.830], [-0.484, -0.102, -0.148], [0.366, -0.469, 0.461], [0.367, -0.339, -0.065], [-0.187, 0.188, 0.158], [0.189, -0.228, -0.186], [1.726, -1.105, -1.051], [0.145, -0.485, -0.805], [0.759, -0.094, 0.322], [0.392, 0.896, -1.219], [0.068, -0.157, 0.260], [-0.545, -0.225, -0.376], [0.201, -0.072, -0.297], [0.016, -0.329, -0.548], [-0.788, 0.116, -1.072], [0.090, -0.233, -0.253], [-0.325, -0.194, -0.068], [-0.186, 0.195, -0.097], [0.091, 0.074, -0.152], [0.003, 0.007, 0.075], [-1.087, 0.306, -0.942], [-0.062, 0.746, -0.490], [-0.139, 0.168, -0.196], [-0.316, -0.313, 0.271], [-0.411, 0.143, -0.124], [-1.007, 0.253, -0.004], [-0.018, 0.350, -1.084], [-0.349, -0.624, 0.082], [-0.301, 0.018, -0.379], [0.088, -0.121, -0.076], [0.516, 0.296, 1.639], [0.066, -0.349, -0.351], [0.150, 1.124, 0.045], [-0.142, -0.350, -0.022], [-1.498, -0.296, 1.118], [-0.401, -0.616, 0.355], [-0.317, 0.525, -0.041], [0.109, -0.158, 0.253], [0.070, -0.271, 0.254], [0.089, 0.846, -0.024], [0.835, -0.771, 0.318], [0.303, -0.404, 0.026], [0.161, -0.357, -0.055], [-0.323, -0.652, 0.452], [1.539, 0.866, 0.696], [-1.307, 0.274, 0.420], [0.482, 0.664, 0.058], [0.288, -0.434, -0.151], [0.081, 0.132, 0.010], [0.207, 0.382, -0.300], [-0.730, -0.551, -0.555], [-0.378, 0.216, -0.269], [0.109, 0.231, 0.094], [-0.107, -0.616, -0.607], [0.187, -0.207, 0.588], [-2.248, -0.900, -0.845], [-0.080, 0.155, -0.561], [-0.043, -0.393, 0.422], [-0.094, 0.301, -0.323], [-0.724, -0.329, 0.091], [0.238, -1.529, 1.595], [-0.257, 0.303, 0.377], [0.535, -0.466, -0.534], [-1.205, 1.692, 0.353], [0.571, -0.035, 0.429], [-0.807, -1.117, 0.416], [-0.250, -0.513, -0.361], [0.047, -0.256, 0.559], [-0.410, 0.316, 0.033], [-0.132, -0.168, 0.216], [0.208, -0.184, -0.078], [-0.037, -0.044, -0.016], [-0.083, -0.136, -0.144], [0.450, -0.100, 1.560], [-0.441, 0.614, -1.356], [0.522, 0.077, -0.369], [-0.260, 0.383, -0.248], [-0.387, 0.616, -1.584], [0.549, -0.387, 0.229], [1.186, 1.638, -1.677], [-0.163, -0.405, 0.150], [-0.960, -0.507, -0.326], [0.471, -0.309, 0.442], [-0.653, 0.553, 0.229], [-0.860, 0.191, -0.521], [0.989, 0.378, 0.723], [-0.656, -0.988, -0.266], [-0.407, -0.392, -0.435], [0.201, -0.390, 0.550], [0.435, -0.006, -0.607], [2.541, 0.474, 0.765], [0.067, -0.451, -0.542], [-0.082, 0.217, -0.287], [-0.312, 0.223, 0.566], [0.060, 0.212, -0.153], [-0.335, -0.186, -0.157], [-0.097, 0.372, 0.566], [0.280, 0.225, -0.186], [-0.181, 0.056, 0.306], [0.290, 0.126, 0.448], [-0.478, -0.055, -0.019], [-0.016, -0.634, -0.489], [0.645, 0.614, -0.837], [-0.282, -0.687, 0.238], [-0.306, -1.141, -0.681], [0.070, 0.499, -0.103], [0.310, -0.017, -0.196], [-0.194, -0.413, 0.556], [0.334, 0.022, -0.116], [0.875, 0.736, -0.354], [-0.312, 0.275, 0.308], [-0.237, -0.732, 0.351], [0.787, 1.390, -0.311], [-0.326, 0.330, -0.166], [-0.335, 0.083, -0.390], [-0.305, 0.646, 0.078], [1.351, -0.644, -0.606], [-0.172, 0.131, 0.344], [0.051, -0.182, 0.441], [1.161, -0.045, 0.339], [0.161, -0.110, 0.264], [0.486, -0.249, 0.221], [-0.200, 0.316, -0.105], [0.081, 0.237, 0.020], [0.114, -0.741, 0.111], [-0.110, 0.007, 0.106], [0.712, -0.352, 0.103], [0.340, -2.035, -1.295], [0.346, -0.954, -0.949], [0.768, -0.005, 0.054], [0.049, -0.381, 0.020], [-1.138, -0.447, 1.127], [-0.549, 0.357, 0.929], [0.102, 0.745, 0.566], [0.370, -0.432, 0.111], [0.400, -0.168, 0.391], [0.503, -0.711, 0.090], [0.130, -0.434, -0.146], [0.176, -0.673, 0.100], [0.461, 0.296, -0.457], [-0.457, -0.442, 0.671], [-0.595, 0.174, 0.402], [0.078, 0.655, 0.397], [1.033, -0.417, 0.384], [-1.170, 0.849, 0.179], [-0.044, 0.263, 0.295], [-0.044, -0.499, -0.021], [-0.454, 0.159, 0.234], [0.101, 0.363, 0.203], [0.112, 0.022, 0.335], [0.231, 0.244, -0.020], [0.947, -0.114, 1.307], [-0.164, -0.044, 0.240], [-0.164, 0.801, -0.448], [0.635, -0.123, 0.420], [1.809, 0.147, 0.468], [0.354, -0.044, -0.260], [0.245, -0.355, -0.032], [0.290, 0.379, 0.117], [0.303, 0.315, 0.143], [-0.262, 0.132, 0.331], [-0.488, 0.093, 0.231], [-0.151, 0.691, -0.303], [0.408, -0.494, -0.347], [0.574, -0.007, -0.290], [0.006, 0.178, 0.125], [-0.007, 0.255, 0.638], [-0.099, 0.000, 0.291], [1.791, 0.594, 0.292], [-0.383, 0.116, 0.503], [-0.246, -0.214, 0.028], [-0.212, 1.467, -0.389], [0.106, -0.114, -0.140], [0.221, 0.693, 0.066], [0.162, 0.028, 0.679], [-0.081, -0.638, 0.021], [-0.360, 0.323, 0.065], [-1.319, -1.925, 0.552], [0.408, 0.281, 0.121], [-0.122, -1.113, 0.343], [0.150, 0.483, 0.209], [-1.391, -0.755, 0.410], [-0.475, 0.176, 0.092], [-0.599, 0.455, 0.205], [-0.157, 0.045, -1.271], [0.414, -0.081, -1.229], [-0.581, 0.001, -0.378], [0.221, -0.953, -0.287], [-0.481, 0.307, -0.246], [-0.201, -0.982, -1.972], [1.546, -0.436, 0.611], [1.832, 1.192, -0.166], [-0.353, -0.467, 0.307], [0.024, -0.148, -0.330], [0.092, 0.542, 0.091], [-0.623, -0.053, -2.282], [0.016, 1.107, -0.434], [-0.514, -0.415, 0.289], [-0.443, -0.578, 1.205], [-0.150, 0.071, -0.037], [-0.836, 0.228, 0.656], [0.261, 1.125, 0.910], [-1.546, 2.026, 0.167], [0.390, 0.629, -0.052], [-0.242, 0.194, 0.022], [1.129, 0.350, -0.069], [0.122, 0.083, 0.209], [-1.186, 0.573, 0.067], [-0.302, -0.166, 0.393]]}